Record 1
15
Properties=species:S:1:pos:R:3 method="wB97M-V/def2-TZVPD" homo_lumo_gap_ev="8.5155 / 8.5157" multiplicity=1 energy_ev=-10314.925 e_lumo_ev="-5.624 / -5.625" total_charge=+1 homo_ev="-14.14 / -14.14" molar_mass_g_mol=111.12
C -1.80530 -0.25522 -0.43284
C -1.45293 -1.45051 0.14417
C -0.83881 0.81216 -0.53879
C -0.16492 -1.72306 0.60167
C 1.57281 1.50389 -0.20586
N 0.39366 0.71563 -0.17604
N 0.84857 -0.90537 0.49676
O 2.02476 -1.03313 0.72092
H -2.82166 -0.09588 -0.64932
H -2.34531 -2.09931 0.30728
H -1.29429 1.79495 -0.87125
H 0.20603 -2.62054 1.13490
H 1.95655 1.62462 0.81309
H 2.33446 1.10808 -0.82345
H 1.38636 2.62369 -0.52126

=====

Record 2
15
Properties=species:S:1:pos:R:3 method="wB97M-V/def2-TZVPD" homo_lumo_gap_ev="7.5886 / 7.3513" multiplicity=1 energy_ev=-10309.282 e_lumo_ev="-5.537 / -5.963" total_charge=+1 homo_ev="-13.13 / -13.31" molar_mass_g_mol=111.12
C 1.17876 2.17774 -0.47059
C 1.00266 1.29077 -1.44084
C -2.53180 0.95148 0.12792
C -0.03771 0.74500 0.64249
C 0.99254 -1.17797 -0.79740
N 0.57445 1.88127 0.70957
N 0.32364 0.16712 -0.66355
O -2.42179 0.45867 -0.92860
H -3.22956 1.48824 0.58305
H -0.55665 0.07698 1.24215
H 1.86503 -1.09860 -1.54701
H 1.26670 -1.41533 0.13089
H 0.30092 -1.84018 -1.16263
H 0.58367 2.24596 1.64275
H -0.59800 0.30307 -1.14823

=====

Record 3
15
Properties=species:S:1:pos:R:3 method="wB97M-V/def2-TZVPD" homo_lumo_gap_ev="8.9571 / 8.9574" multiplicity=1 energy_ev=-10314.974 smiles="Cn1cccc[n+]1=O" e_lumo_ev="-5.506 / -5.507" total_charge=+1 homo_ev="-14.46 / -14.46" molar_mass_g_mol=111.12
C 1.84289 -0.12964 0.14515
C 1.61168 1.15625 -0.13022
C 0.71769 -0.93405 0.28594
C 0.29961 1.71742 -0.15391
C -1.67503 -1.24075 0.07766
N -0.48887 -0.59164 0.14115
N -0.76084 1.04610 -0.19059
O -1.88549 1.27209 -0.41743
H 2.81683 -0.56094 0.26895
H 2.42290 1.82473 -0.21096
H 0.84400 -1.97264 0.75977
H 0.27282 2.73239 -0.58515
H -2.11742 -1.65146 0.99570
H -2.36405 -0.52326 -0.44240
H -1.53674 -2.14462 -0.54366

=====

no.,strongest force on any atom (eV/A)
1,3.8
2,5.1
3,4.8